This record from the Open Molecules 2025 dataset describes a molecular structure, C15H34AuNO2P2 at a distorted geometry. The level of theory is the ωB97M-V functional and the def2-TZVPD basis.

Cartesian coordinates (Å):
C  -0.7603  0.9055  -4.2276
C  -0.8184  0.4266  -2.9265
N  0.0928  0.8694  -2.0041
C  0.8231  1.9484  -2.2706
C  0.8230  2.5463  -3.5173
C  0.0673  1.9824  -4.5502
C  -1.9096  -0.3544  -2.4354
P  -1.9776  -0.7227  -0.7342
Au  0.0639  -0.1925  0.4061
P  1.8974  1.3642  0.2322
C  1.6324  2.5470  -1.1294
O  -0.4936  -3.1340  -3.5184
O  0.0019  -4.0899  -0.7149
H  -1.3540  0.3783  -4.9953
H  1.4470  3.4432  -3.6935
H  0.0783  2.3916  -5.5447
C  -3.2877  0.4860  -0.3486
C  -2.6824  -2.3404  -0.2727
H  2.6178  2.9141  -1.4487
H  1.1133  3.3993  -0.6752
H  -0.7973  -2.4200  -2.9933
H  -2.4377  -0.9335  -3.1660
C  2.2507  2.3401  1.7162
C  3.4656  0.5700  -0.2150
H  0.9498  -1.7051  0.1274
H  0.9221  -4.3803  -0.6076
H  0.0765  -3.5628  -1.5450
H  0.3320  -2.8113  -3.8971
H  -0.6986  1.2489  0.9331
H  1.6204  -1.3618  0.3072
H  -4.1641  0.2136  -0.9580
H  -3.5341  0.5170  0.7167
H  -2.9308  1.4658  -0.6925
H  -3.4867  -2.6009  -0.9795
H  -1.9164  -3.1382  -0.2753
H  -3.1239  -2.2852  0.7395
H  4.2562  1.3287  -0.3084
H  3.7596  -0.1598  0.5521
H  3.3556  0.0598  -1.1808
H  3.1718  2.9225  1.5649
H  1.4130  3.0268  1.9033
H  2.3767  1.6870  2.5930
C  -1.4965  0.1709  3.8241
C  0.0027  -0.0286  3.5701
C  0.7223  -0.4612  4.8542
C  0.2489  -1.0373  2.4482
H  -1.9599  -0.7832  4.0974
H  -2.0071  0.5575  2.9352
H  -1.6503  0.8808  4.6447
H  0.4358  0.9356  3.2438
H  0.3485  -1.4401  5.1760
H  1.8009  -0.5413  4.6940
H  0.5457  0.2594  5.6569
H  1.2637  -1.4523  2.4493
H  -0.4900  -1.8501  2.4403

Summary:
- orbital gap (alpha / beta) (eV) = 6.402 / 5.833
- energy above the lowest of the compared OMol25 structures with the same formula, charge and spin (eV) = 0.173
- spin multiplicity = 3
- HOMO (alpha / beta) (eV) = -5.91 / -6.36

***

This record from the Open Molecules 2025 dataset describes 5 unconnected molecules or ions with the total composition C17H43Cl3NO8P. The level of theory is the ωB97M-V functional and the def2-TZVPD basis.

Cartesian coordinates (Å):
C  2.5297  -3.0648  -0.4072
C  2.3927  -2.4410  0.9760
Cl  3.4954  -3.2453  2.1617
C  0.9968  -2.4888  1.5915
Cl  0.3429  -4.1345  1.6556
O  0.1126  -1.7231  0.7871
P  -0.1314  -0.1650  1.0968
O  -0.2372  0.1808  2.5215
O  -1.3528  0.1092  0.1488
C  -2.7048  -0.0108  0.7052
C  -3.6662  -0.0772  -0.4611
C  -5.0719  0.4072  -0.0640
N  -6.0239  -0.7076  -0.0768
O  1.0641  0.5542  0.3463
C  1.1066  0.7517  -1.0733
C  2.2164  1.7453  -1.3994
C  3.5048  1.5025  -0.6369
Cl  2.4870  1.6286  -3.1591
H  3.3183  -3.8134  -0.4357
H  1.6057  -3.5461  -0.7345
H  2.7758  -2.3012  -1.1487
H  2.7219  -1.4021  0.9691
H  0.9994  -2.1321  2.6211
H  -2.8755  0.8678  1.3318
H  -2.7612  -0.9063  1.3305
H  -3.7743  -1.1252  -0.7584
H  -3.2756  0.4977  -1.2988
H  -5.0545  0.8082  0.9565
H  -5.3732  1.2426  -0.7089
H  -6.9575  -0.3632  0.1089
H  -6.0586  -1.1088  -1.0062
H  1.2978  -0.2018  -1.5739
H  0.1415  1.1304  -1.4193
H  1.8611  2.7599  -1.2108
H  3.3089  1.5384  0.4350
H  3.9359  0.5299  -0.8948
H  4.2374  2.2745  -0.8801
C  5.3435  0.2871  4.3557
C  5.7244  0.0985  2.8995
O  6.1703  -1.2194  2.6138
H  6.1907  0.0518  5.0004
H  5.0299  1.3138  4.5501
H  4.5181  -0.3757  4.6255
H  6.5524  0.7543  2.6298
H  4.8747  0.3559  2.2560
H  5.4467  -1.8194  2.8285
C  7.0408  -2.6308  -2.2973
C  5.9662  -3.2481  -1.4238
O  5.1203  -4.1330  -2.1637
H  6.5876  -2.0851  -3.1254
H  7.6639  -1.9441  -1.7230
H  7.6877  -3.4042  -2.7178
H  5.3126  -2.4785  -1.0155
H  6.4154  -3.7838  -0.5817
H  5.6831  -4.8315  -2.5092
C  -10.2373  1.8338  -1.1361
C  -9.1276  1.4608  -2.0999
O  -8.7513  0.0900  -1.9997
H  -9.9379  1.6202  -0.1096
H  -10.4819  2.8937  -1.2145
H  -11.1434  1.2617  -1.3487
H  -8.2213  2.0241  -1.8795
H  -9.4239  1.6952  -3.1277
H  -9.5203  -0.4489  -2.2050
C  -0.4919  4.1242  0.1115
C  -1.9407  3.7001  0.2426
O  -2.3267  2.7655  -0.7573
H  -0.3081  4.5553  -0.8734
H  -0.2297  4.8603  0.8718
H  0.1714  3.2605  0.2338
H  -2.6035  4.5554  0.1137
H  -2.1208  3.2833  1.2403
H  -1.7675  1.9865  -0.6594

Summary:
- orbital gap (eV) = 9.929
- HOMO (eV) = -9.26
- SMILES = C[C@H](Cl)[C@H](Cl)O[P@](=O)(OCCCN)OC[C@@H](C)Cl.CCO.CCO.CCO.CCO

***

This record from the Open Molecules 2025 dataset describes 2 unconnected molecules or ions with the total composition C5H13NO at a distorted geometry. The level of theory is the ωB97M-V functional and the def2-TZVPD basis.

Cartesian coordinates (Å):
C  1.2223  0.1972  -1.3677
C  0.0685  0.7022  -0.9639
N  -1.1776  0.2214  -1.5050
C  -0.0882  1.4866  0.3455
C  -0.1112  0.6152  1.5870
C  -1.1628  -0.5361  1.5414
H  2.1963  0.4163  -0.9100
H  1.3691  -0.3410  -2.3024
H  -1.9075  0.8644  -1.2281
H  -1.0950  0.1611  -2.5127
H  0.4732  2.4226  0.4093
H  -1.1117  1.8831  0.2327
H  0.8739  0.1588  1.6923
H  -0.2768  1.1305  2.5445
H  -2.2009  -0.1935  1.4309
H  -0.9040  -1.1332  0.6677
H  -1.0750  -1.1415  2.4529
O  1.5575  -2.6681  -0.8883
H  0.9898  -1.9024  -0.7603
H  2.3600  -2.3436  -0.4656

Summary:
- orbital gap (eV) = 9.716
- energy above the lowest of the compared OMol25 structures with the same formula, charge and spin (eV) = 1.369
- HOMO (eV) = -8.79
- SMILES = C=C(N)CCC.O

***

This record from the Open Molecules 2025 dataset describes a molecular structure, C24H29IrN2O9SSe2. The level of theory is the ωB97M-V functional and the def2-TZVPD basis.

Cartesian coordinates (Å):
Ir  1.4772  -1.0619  0.4614
O  1.9012  -4.2613  1.9964
C  1.4856  -4.1130  3.3248
C  0.2982  -3.1562  3.5562
C  -0.3585  -3.6822  4.8563
O  -1.4487  -2.9206  5.3500
C  0.7305  -1.7264  3.8772
Se  1.9375  -0.7361  2.7266
C  -0.7617  -3.2169  2.4559
Se  -0.4708  -2.5416  0.6291
H  2.4599  -3.5363  1.6835
H  2.3061  -3.8137  3.9931
H  1.1662  -5.1131  3.6395
H  0.4199  -3.7755  5.6272
H  -0.7617  -4.6785  4.6678
H  -1.1711  -2.0027  5.4325
H  1.2546  -1.7096  4.8387
H  -0.1369  -1.0667  3.9272
H  -1.6504  -2.7081  2.8268
H  -1.0180  -4.2668  2.2940
O  -0.9343  0.4738  2.4328
C  -0.6984  0.9866  1.3560
N  -1.2975  2.1492  0.9253
C  -0.9208  2.4825  -0.4236
C  0.2437  1.4696  -0.6181
O  0.9584  1.4511  -1.5985
N  0.2332  0.5854  0.4145
C  -2.0206  2.1702  -1.4507
C  -3.3523  2.0782  -1.0641
C  -4.3496  1.8206  -1.9952
C  -4.0281  1.6449  -3.3310
C  -2.7001  1.7283  -3.7254
C  -1.7057  1.9909  -2.7963
C  -0.4713  3.9369  -0.5673
C  0.2804  4.3618  -1.6604
C  0.6390  5.6945  -1.7915
C  0.2478  6.6278  -0.8422
C  -0.4969  6.2119  0.2495
C  -0.8481  4.8761  0.3865
H  -2.1540  2.4227  1.3701
H  -3.6332  2.1905  -0.0257
H  -5.3793  1.7489  -1.6682
H  -4.8034  1.4364  -4.0573
H  -2.4322  1.5806  -4.7643
H  -0.6713  2.0274  -3.1077
H  0.6168  3.6394  -2.3884
H  1.2373  6.0022  -2.6401
H  0.5303  7.6677  -0.9480
H  -0.8002  6.9248  1.0062
H  -1.4051  4.5659  1.2599
O  3.4493  -0.1834  0.2272
S  4.1635  -1.5244  0.4178
O  5.1957  -1.7404  -0.5575
O  2.9621  -2.4849  0.1905
O  4.5871  -1.6823  1.8032
C  1.4825  -2.6062  -3.5996
C  -0.0020  -2.4973  -3.1955
C  -0.0372  -1.2126  -2.3894
O  1.2125  -1.2420  -1.6929
C  2.2140  -1.6494  -2.6444
H  1.6347  -2.2947  -4.6335
H  1.8498  -3.6257  -3.4974
H  -0.2860  -3.3253  -2.5467
H  -0.6756  -2.4693  -4.0520
H  -0.8381  -1.1493  -1.6566
H  -0.0514  -0.3207  -3.0281
H  3.0288  -2.1010  -2.0915
H  2.5669  -0.7502  -3.1547

Summary:
- orbital gap (alpha / beta) (eV) = 6.817 / 5.321
- energy above the lowest of the compared OMol25 structures with the same formula, charge and spin (eV) = 0.144
- spin multiplicity = 2
- charge = -1
- HOMO (alpha / beta) (eV) = -4.37 / -4.34

***

This record from the Open Molecules 2025 dataset describes a molecular structure, C32H48AsBrNO6RuS4Si2 at a distorted geometry. The level of theory is the ωB97M-V functional and the def2-TZVPD basis.

Cartesian coordinates (Å):
Ru  0.3666  0.5589  0.2222
S  1.7261  1.9026  1.5830
C  1.3954  1.4507  3.2284
C  2.0444  2.0743  4.3007
C  1.8206  1.6702  5.6078
C  0.9324  0.6275  5.8695
C  0.2836  0.0107  4.8092
C  0.5128  0.4136  3.4932
S  -0.2932  -0.4089  2.1748
H  2.7369  2.8826  4.0896
H  2.3361  2.1672  6.4224
H  0.7465  0.3032  6.8867
H  -0.4134  -0.8008  4.9889
C  2.5980  3.2406  -5.2847
Si  1.3002  1.9686  -4.7929
C  -0.0271  1.9021  -6.1153
C  2.0618  0.2767  -4.6961
C  0.4417  2.5367  -3.2169
C  -0.6922  3.3533  -3.2939
C  -1.5010  3.5955  -2.1892
C  -1.2257  2.9156  -1.0149
N  -0.1454  2.1573  -0.9218
C  0.7285  2.0296  -1.9462
S  2.0667  1.0619  -1.4142
H  3.0689  2.9692  -6.2346
H  3.3782  3.3025  -4.5207
H  2.1545  4.2342  -5.3938
H  0.4068  1.5309  -7.0493
H  -0.4983  2.8669  -6.3221
H  -0.7867  1.1836  -5.7904
H  2.3264  -0.0423  -5.7104
H  1.3197  -0.4227  -4.2983
H  2.9564  0.2454  -4.0730
H  -0.9803  3.7782  -4.2502
H  -2.3868  4.2124  -2.2555
H  -1.8785  2.9217  -0.1525
O  -2.1379  -2.5821  -1.9780
As  -1.5832  -0.9921  -2.4945
O  -1.1596  -1.0933  -4.0800
O  -0.3339  -0.4395  -1.5313
C  -3.1484  0.2028  -2.4300
C  -3.5147  0.7229  -3.6719
C  -4.5754  1.6066  -3.7893
C  -5.2982  1.9776  -2.6589
C  -4.9507  1.4651  -1.4210
C  -3.8791  0.5844  -1.2967
S  -3.4211  0.0761  0.3638
O  -4.6637  -0.2930  1.0182
O  -2.4927  -1.0357  0.1528
O  -2.8015  1.2783  0.9044
H  -2.3588  -2.4429  -1.0386
H  -2.9406  0.4113  -4.5370
H  -4.8403  2.0042  -4.7627
H  -6.1321  2.6652  -2.7437
H  -5.5010  1.7340  -0.5276
C  3.9299  -5.2076  -1.4984
C  3.7792  -4.9859  0.0139
C  2.4580  -5.6677  0.4091
C  4.9333  -5.7050  0.7254
Si  3.7436  -3.0955  0.4124
Br  1.7340  -2.3959  -0.2770
C  5.0180  -2.0931  -0.6272
C  6.4158  -2.7285  -0.6128
C  5.1409  -0.6676  -0.0662
C  4.5564  -1.9385  -2.0872
C  3.8809  -2.7338  2.2999
C  3.3813  -1.3283  2.6415
C  5.3186  -2.8727  2.8238
C  2.9849  -3.7030  3.0853
H  3.8485  -6.2812  -1.7131
H  4.8948  -4.8692  -1.8758
H  3.1406  -4.6967  -2.0537
H  2.4964  -6.7228  0.1063
H  1.6097  -5.2036  -0.0940
H  2.2702  -5.6378  1.4787
H  4.9655  -6.7522  0.3962
H  4.8047  -5.7081  1.8087
H  5.9036  -5.2577  0.5013
H  6.7949  -2.8751  0.4016
H  7.1164  -2.0645  -1.1349
H  6.4392  -3.6922  -1.1249
H  5.6223  -0.6524  0.9113
H  4.1742  -0.1677  0.0205
H  5.7590  -0.0701  -0.7481
H  4.4022  -2.8893  -2.5938
H  5.3239  -1.3846  -2.6439
H  3.6278  -1.3703  -2.1483
H  4.0176  -0.5384  2.2534
H  3.3508  -1.2222  3.7339
H  2.3755  -1.1535  2.2744
H  5.9867  -2.1340  2.3777
H  5.7414  -3.8646  2.6469
H  5.3227  -2.6982  3.9068
H  1.9516  -3.6655  2.7304
H  2.9790  -3.4037  4.1401
H  3.3404  -4.7344  3.0396

Summary:
- orbital gap (alpha / beta) (eV) = 5.952 / 5.789
- energy above the lowest of the compared OMol25 structures with the same formula, charge and spin (eV) = 1.387
- spin multiplicity = 2
- charge = -2
- HOMO (alpha / beta) (eV) = -2.01 / -1.85

***

This record from the Open Molecules 2025 dataset describes a molecular structure, C12H8Br2F5NO4ReTe. The level of theory is the ωB97M-V functional and the def2-TZVPD basis.

Cartesian coordinates (Å):
Re  -0.2136  -0.3523  -1.3188
O  -5.7164  0.3780  -1.5409
C  -4.4261  0.4336  -1.8172
C  -3.9055  1.1482  -2.9229
C  -2.5587  1.1582  -3.1773
N  -1.7930  0.4546  -2.3261
C  -2.2614  -0.1854  -1.2936
Br  -0.2233  -2.5673  -2.1628
C  -3.5746  -0.2629  -0.9421
H  -6.2719  0.8625  -2.1717
H  -4.5694  1.6951  -3.5797
H  -2.1041  1.6857  -4.0023
H  -3.9659  -0.7983  -0.0911
F  0.3018  1.7100  -0.4236
Te  1.5972  2.1888  -1.8368
F  0.1943  3.0842  -2.6029
F  1.8806  3.7594  -0.9598
F  2.8651  2.5156  -3.0852
F  2.8626  1.5272  -0.6884
O  1.0013  0.6137  -2.5926
Br  1.3650  -3.2875  5.5434
C  2.0090  -2.2103  4.2422
C  3.2510  -1.5470  4.4334
C  3.7368  -0.7593  3.4280
C  3.0096  -0.6205  2.2295
C  1.7564  -1.2487  2.0636
C  1.2445  -2.0464  3.0470
C  0.9992  -1.0230  0.8081
O  1.5895  -0.6935  -0.2570
O  -0.2557  -1.1192  0.7467
H  3.7954  -1.6759  5.3591
H  4.6816  -0.2472  3.5480
H  3.4071  -0.0253  1.4156
H  0.2914  -2.5449  2.9279

Summary:
- orbital gap (alpha / beta) (eV) = 8.146 / 5.195
- energy above the lowest of the compared OMol25 structures with the same formula, charge and spin (eV) = 0.000
- spin multiplicity = 4
- charge = +2
- HOMO (alpha / beta) (eV) = -15.44 / -16.01